(w)
Here is the molecule C2H6O3S2 from OMol25. Energies are from the ωB97M-V functional and the def2-TZVPD basis.

Lowest unoccupied orbital energy, eV: 0.6930
HOMO energy, eV: -9.30
M, g mol⁻¹: 142.20
Orbital gap, eV: 10.0

CARTESIAN COORDINATES (ANGSTROEM)
C -2.74273 1.08203 0.45580
C 0.98207 -1.90680 0.22231
O -0.43745 0.19326 -0.48016
O -2.23944 -1.50264 0.20453
O 1.83310 0.68482 0.23967
S -2.01301 -0.31211 -0.51144
S 0.75746 -0.13680 0.70589
H -3.49221 1.44674 -0.21995
H -2.10397 1.96258 0.51284
H -3.05951 0.79382 1.51516
H 0.61061 -2.56954 0.97479
H 2.10880 -2.11273 0.24033
H 0.38862 -2.05860 -0.62610

---

(x)
Here is the molecule C2H6O3S2 from OMol25. Energies are from the ωB97M-V functional and the def2-TZVPD basis.

Lowest unoccupied orbital energy, eV: 0.6050
HOMO energy, eV: -9.20
SMILES: CSOS(C)(=O)=O
M, g mol⁻¹: 142.20
Orbital gap, eV: 9.8

CARTESIAN COORDINATES (ANGSTROEM)
C 0.68889 2.59418 0.01613
S -0.81505 1.57610 0.44752
O -0.16337 0.14341 0.98921
S 0.34656 -1.01863 -0.05974
C -1.02035 -2.29023 -0.08988
O 0.56999 -0.40300 -1.35131
O 1.33948 -1.56486 0.73898
H 1.20669 2.02920 -0.70740
H 1.11535 3.02701 0.91160
H 0.39663 3.49663 -0.66745
H -0.61815 -3.36963 0.03339
H -1.45688 -2.21419 -1.05783
H -1.58979 -2.00598 0.79678

---

Tell me which of them is the most stable. Sure, it is (x).

---

(w)
Here is the molecule C8H13N3O6 from OMol25. Energies are from the ωB97M-V functional and the def2-TZVPD basis.

Lowest unoccupied orbital energy, eV: 0.2516
HOMO energy, eV: -9.87
SMILES: NC(=O)C[C@H](N)C(=O)N[C@@H](CC(=O)O)C(=O)O
M, g mol⁻¹: 247.21
Orbital gap, eV: 10.1

CARTESIAN COORDINATES (ANGSTROEM)
N -3.03087 -1.90607 0.34906
C -3.32523 -1.03062 -0.66355
O -4.03763 -1.32898 -1.61846
C -2.81149 0.39738 -0.61133
C -2.04173 0.89227 0.56966
N -1.85108 2.33754 0.36415
C -0.70744 0.18278 0.71967
O -0.53238 -0.65951 1.60201
N 0.25241 0.62049 -0.08888
C 1.61786 0.34826 0.06110
C 1.97281 -1.00531 -0.60444
C 3.34360 -1.58355 -0.31821
O 4.10325 -2.18243 -1.05605
O 3.58929 -1.38137 1.00217
C 2.54633 1.47138 -0.54829
O 2.11128 2.29970 -1.29323
O 3.82866 1.39147 -0.13922
H -3.23915 -2.88889 0.17940
H -2.33459 -1.73554 1.08675
H -2.32123 0.61119 -1.58717
H -3.76390 0.95874 -0.64091
H -2.59967 0.68276 1.51053
H -2.69610 2.81669 0.14720
H -1.48441 2.77535 1.22449
H 0.08007 1.51943 -0.57642
H 1.83979 0.27691 1.17784
H 1.83027 -1.02479 -1.67523
H 1.30535 -1.76329 -0.17472
H 4.49142 -1.74530 1.09474
H 3.86450 0.65334 0.50738

---

(x)
Here is the molecule C8H13N3O6 from OMol25. Energies are from the ωB97M-V functional and the def2-TZVPD basis.

Lowest unoccupied orbital energy, eV: 0.2972
HOMO energy, eV: -9.69
SMILES: NC(=O)C[C@H](NC(=O)[C@@H](N)CC(=O)O)C(=O)O
M, g mol⁻¹: 247.21
Orbital gap, eV: 10.0

CARTESIAN COORDINATES (ANGSTROEM)
N 2.52008 -0.82256 -2.77080
C 1.77633 -0.84000 -1.61363
O 1.45482 -1.84675 -1.03048
C 1.24440 0.50700 -1.09664
C 1.31441 0.39121 0.43571
N 0.20361 1.11216 1.00032
C -1.12303 0.73144 0.99435
O -2.07017 1.45670 1.20334
C -1.25458 -0.76055 0.76002
N -1.01174 -1.47171 2.00836
C -2.75405 -1.12941 0.38330
C -3.19259 -0.41483 -0.84817
O -4.32388 -0.21961 -1.14792
O -2.16060 -0.07065 -1.65775
C 2.67912 0.96957 0.97317
O 3.76217 0.77105 0.49888
O 2.44597 1.75463 2.03442
H 3.14523 -1.62521 -2.88601
H 3.01672 0.04834 -2.94111
H 0.19525 0.55963 -1.34331
H 1.72850 1.38797 -1.49359
H 1.37729 -0.64399 0.81907
H 0.33287 2.05460 1.26625
H -0.46841 -1.06849 -0.00474
H -0.57664 -2.35230 1.80131
H -0.28389 -1.00616 2.53676
H -3.32874 -0.80908 1.22447
H -2.92099 -2.22600 0.25113
H -2.52851 0.48361 -2.38679
H 3.32123 1.98232 2.35881

---

Tell me which of them is the most stable. Sure, it is (w).

---

(w)
Here is a structure of composition C46H67Br2N6O9P2SSiSr from OMol25. Energies are from the ωB97M-V functional and the def2-TZVPD basis.

Lowest unoccupied orbital energy, eV: 1.7352
HOMO energy, eV: -5.42
Charge: -1
M, g mol⁻¹: 1217.60
Orbital gap, eV: 7.2

CARTESIAN COORDINATES (ANGSTROEM)
Sr -0.31559 -0.62603 -0.57052
Br -5.09969 1.07323 -2.60787
C -3.38744 1.33980 -3.37303
C -3.30693 2.22783 -4.46241
C -2.11496 2.50162 -5.05944
Br -2.07880 3.65290 -6.56961
C -0.91828 1.93678 -4.54757
C 0.37150 2.17090 -5.07560
C 1.46547 1.62365 -4.47521
C 1.28456 0.86447 -3.30676
N 0.10132 0.59957 -2.80869
C -1.01107 1.07996 -3.43065
C -2.28978 0.66036 -2.85351
O -2.31484 -0.24358 -1.95484
H -4.21522 2.68087 -4.83519
H 0.47561 2.79129 -5.95575
H 2.45951 1.78062 -4.86975
H 2.14336 0.47294 -2.76953
O 3.44250 -4.77019 -5.72187
C 3.12813 -5.11486 -4.56720
O 3.57826 -6.01070 -3.82938
C 2.09351 -4.19209 -3.88427
C 1.48269 -3.15427 -4.58208
C 0.55968 -2.34808 -3.94549
N 0.20862 -2.50458 -2.65878
C 0.79176 -3.52411 -2.00858
C 1.72386 -4.38236 -2.56075
C 0.29190 -3.67923 -0.58704
O -0.29227 -4.74732 -0.29474
O 0.41441 -2.67535 0.16613
H 1.75518 -3.00616 -5.61842
H 0.06718 -1.53859 -4.47419
H 2.16064 -5.19814 -2.00112
C -2.61457 4.58413 1.86960
N -2.83763 3.15861 1.70939
C -3.43093 2.46717 2.83332
C -2.45605 2.47305 0.59621
C -1.97104 3.29716 -0.57062
O -2.51953 1.24887 0.53613
H -2.44814 4.79210 2.92698
H -3.47031 5.17905 1.53519
H -1.72824 4.90743 1.33184
H -4.34768 2.97810 3.13830
H -2.74765 2.44059 3.68732
H -3.66852 1.45082 2.54208
H -2.56808 4.19836 -0.71193
H -2.02820 2.68575 -1.46733
H -0.92332 3.56523 -0.41683
C -3.78321 -5.31822 -0.80823
N -2.70951 -4.38479 -1.27133
C -2.70672 -4.33635 -2.78908
N -3.99336 -3.96636 -3.30474
C -4.99749 -4.89715 -2.80341
N -5.06603 -4.95543 -1.33935
C -5.51771 -3.66117 -0.79369
P -4.46027 -2.17709 -1.19902
C -2.87211 -2.99889 -0.71776
C -4.33420 -2.56021 -3.00923
H -3.79093 -5.29096 0.28112
H -3.49380 -6.31448 -1.14324
H -1.75853 -4.70599 -0.94121
H -2.43402 -5.33713 -3.12434
H -1.93392 -3.62738 -3.08274
H -4.75613 -5.89478 -3.17558
H -5.97523 -4.60700 -3.18683
H -5.62128 -3.74801 0.29096
H -6.51681 -3.45853 -1.18662
H -2.83996 -3.05975 0.37240
H -1.97958 -2.47030 -1.03263
H -3.58115 -1.90177 -3.44291
H -5.28941 -2.32353 -3.48121
C -3.55306 -1.31922 2.74029
P -1.74929 -1.70825 2.66887
C -1.10250 -0.11957 3.33086
C -1.59291 -2.78895 4.13873
C -2.33952 -3.96899 4.18840
C -2.23722 -4.83910 5.26168
C -1.36438 -4.55529 6.30526
C -0.59925 -3.40074 6.25852
C -0.71188 -2.52457 5.18416
H -4.14675 -2.22630 2.60669
H -3.77731 -0.63955 1.91488
H -3.83501 -0.85528 3.68859
H -1.50438 0.09381 4.32538
H -1.39564 0.67610 2.64404
H -0.01263 -0.11326 3.35901
H -3.00831 -4.21584 3.37026
H -2.82944 -5.74556 5.27965
H -1.27626 -5.23537 7.14288
H 0.09323 -3.17658 7.06024
H -0.09947 -1.63260 5.16539
C 2.07095 4.38329 -1.34130
C 3.51837 3.92595 -1.19828
C 4.12813 3.65168 -2.56316
C 4.34523 4.97539 -0.46243
O 3.58565 2.68223 -0.49592
Si 2.83948 2.15660 0.88348
S 0.84887 1.69201 0.75907
O 3.13071 3.39583 1.95050
C 2.64407 3.64025 3.26452
C 3.67924 4.53537 3.93211
C 2.49565 2.33621 4.04167
C 1.30462 4.36090 3.16237
O 3.67515 0.80806 1.33199
C 5.07122 0.50373 1.29579
C 5.44573 0.07333 -0.11747
C 5.90287 1.70559 1.73137
C 5.25993 -0.65098 2.26804
H 2.01906 5.26967 -1.97850
H 1.64507 4.62827 -0.36460
H 1.45993 3.59131 -1.77994
H 4.10326 4.54617 -3.18998
H 3.57670 2.85681 -3.06403
H 5.16541 3.33038 -2.45053
H 4.30501 5.92884 -0.99618
H 5.38847 4.65687 -0.40316
H 3.96922 5.11539 0.54956
H 4.64549 4.02897 3.96815
H 3.37589 4.78827 4.95120
H 3.79675 5.45884 3.36156
H 3.44040 1.78880 4.04413
H 1.73414 1.70073 3.58428
H 2.20779 2.54631 5.07520
H 1.42970 5.29992 2.61767
H 0.91603 4.58508 4.15960
H 0.58400 3.73796 2.62789
H 5.26636 0.88648 -0.82172
H 4.84148 -0.78516 -0.41716
H 6.49917 -0.21258 -0.16380
H 5.73490 2.55610 1.06876
H 6.96588 1.45280 1.70967
H 5.63721 2.00682 2.74690
H 4.61966 -1.48574 1.97997
H 4.98678 -0.34053 3.27885
H 6.29879 -0.98944 2.27283

---

(x)
Here is a structure of composition C46H67Br2N6O9P2SSiSr from OMol25. Energies are from the ωB97M-V functional and the def2-TZVPD basis.

Lowest unoccupied orbital energy, eV: 1.4283
HOMO energy, eV: -5.15
Charge: -1
M, g mol⁻¹: 1217.60
Orbital gap, eV: 6.6

CARTESIAN COORDINATES (ANGSTROEM)
Sr -0.18132 -0.79379 -0.38032
Br 1.81416 -3.61582 -4.42607
C 2.04000 -4.06699 -2.60178
C 2.58434 -5.30794 -2.27497
C 2.77702 -5.66127 -0.96721
Br 3.53400 -7.36499 -0.57942
C 2.43433 -4.77577 0.07482
C 2.63116 -5.03696 1.44990
C 2.28725 -4.10056 2.38132
C 1.71666 -2.89124 1.94966
N 1.50622 -2.61520 0.68412
C 1.87150 -3.51791 -0.26528
C 1.64275 -3.11896 -1.64897
O 1.13535 -1.99125 -1.93633
H 2.85450 -5.99214 -3.06724
H 3.05985 -5.98434 1.74787
H 2.43880 -4.27802 3.43725
H 1.42674 -2.13111 2.66851
O -5.20460 -6.48232 -0.63016
C -5.37720 -5.30085 -0.97871
O -6.37742 -4.72916 -1.44572
C -4.12157 -4.39304 -0.82645
C -2.94343 -4.88743 -0.27647
C -1.87100 -4.03766 -0.09542
N -1.89371 -2.74588 -0.43878
C -3.02324 -2.27189 -0.99389
C -4.14998 -3.05400 -1.18841
C -3.03778 -0.78525 -1.28742
O -4.04938 -0.15758 -0.91319
O -2.00772 -0.26356 -1.81617
H -2.90275 -5.92867 0.01193
H -0.94552 -4.38931 0.35202
H -5.05968 -2.63593 -1.59595
C 4.06601 1.80652 -2.98829
N 3.51428 1.13901 -1.82513
C 4.39575 0.23845 -1.10348
C 2.20652 1.19502 -1.51133
C 1.28411 1.90884 -2.45754
O 1.78416 0.66422 -0.47695
H 3.91681 1.22428 -3.90293
H 5.13658 1.93429 -2.83375
H 3.62210 2.79343 -3.11199
H 4.88350 -0.43465 -1.81190
H 3.80490 -0.34910 -0.40694
H 5.16066 0.79751 -0.55788
H 1.52112 1.67749 -3.49510
H 1.35065 2.98822 -2.29721
H 0.25860 1.60785 -2.24952
C -4.83771 2.67616 1.59672
N -3.46780 3.20589 1.19845
C -2.71881 3.64071 2.46179
N -2.65537 2.58353 3.40778
C -3.99257 2.11231 3.73518
N -4.73090 1.63826 2.57255
C -4.15860 0.40400 2.01926
P -2.42482 0.64114 1.40835
C -2.69625 2.18024 0.41842
C -1.78574 1.50206 2.92712
H -5.31802 2.30671 0.69037
H -5.38978 3.52573 2.00627
H -3.57352 4.03197 0.60612
H -3.27928 4.48608 2.86750
H -1.71591 3.94112 2.14464
H -4.54935 2.93817 4.18774
H -3.92059 1.29947 4.45742
H -4.75295 0.05403 1.17627
H -4.17349 -0.36740 2.79231
H -3.25913 1.89407 -0.47144
H -1.74589 2.64583 0.13835
H -0.80289 1.91620 2.69678
H -1.65660 0.77136 3.72970
C 1.42300 2.48631 3.94911
P 1.94916 0.94017 3.08851
C 3.28532 1.66079 2.06454
C 2.87828 0.13975 4.45538
C 2.20175 -0.16259 5.63867
C 2.83670 -0.82176 6.67756
C 4.16381 -1.20949 6.54780
C 4.84394 -0.92859 5.37387
C 4.20705 -0.25894 4.33738
H 0.61241 2.28933 4.65046
H 1.06255 3.18310 3.18896
H 2.25716 2.94083 4.48570
H 3.96950 2.26977 2.65951
H 2.79323 2.27930 1.31189
H 3.83346 0.87556 1.54544
H 1.16095 0.12174 5.74701
H 2.29444 -1.04011 7.58884
H 4.66113 -1.73067 7.35537
H 5.87744 -1.23059 5.26107
H 4.75665 -0.04618 3.42991
C -2.56710 6.34629 0.09074
C -1.44573 7.35163 -0.18341
C -1.97048 8.50705 -1.03100
C -0.87309 7.86720 1.13496
O -0.44346 6.71726 -0.95174
Si 0.78355 5.66137 -0.58507
S 0.36133 3.99852 0.54075
O 1.90453 6.67538 0.10154
C 3.16588 6.36200 0.69589
C 3.99935 7.63573 0.59608
C 3.86447 5.22096 -0.04550
C 2.95174 5.98845 2.16201
O 1.34099 5.21017 -2.08530
C 1.45195 5.94107 -3.31254
C 0.09920 5.93642 -4.02222
C 1.94196 7.37082 -3.08476
C 2.47630 5.18248 -4.14969
H -3.40745 6.82589 0.59969
H -2.14662 5.55976 0.71083
H -2.91296 5.91853 -0.85376
H -2.74990 9.05658 -0.50009
H -2.38178 8.12760 -1.96738
H -1.15523 9.19195 -1.26637
H -1.65742 8.33184 1.73678
H -0.08785 8.59812 0.94350
H -0.43191 7.04462 1.70022
H 4.15661 7.90500 -0.44892
H 4.97080 7.49873 1.07429
H 3.47623 8.45742 1.08667
H 3.98532 5.47189 -1.10027
H 3.27734 4.30403 0.02385
H 4.85017 5.04137 0.38905
H 2.46779 6.81405 2.68736
H 3.90733 5.77621 2.64769
H 2.31149 5.11093 2.22912
H -0.63866 6.45631 -3.41729
H -0.23477 4.90892 -4.17587
H 0.17764 6.42749 -4.99445
H 1.23646 7.92708 -2.47348
H 2.05714 7.87848 -4.04483
H 2.90528 7.36467 -2.57443
H 2.12501 4.16925 -4.35246
H 3.42733 5.12590 -3.61654
H 2.64090 5.68849 -5.10184

---

Tell me which of them is the most stable. Sure, it is (w).